1.
DFT (ωB97M-V/def2-TZVPD) results for a 3-piece molecular cluster, C5H14N2O overall at a distorted geometry.

Geometry as XYZ:
```
22
Properties=species:S:1:pos:R:3:forces:R:3
C 0.630043 -0.238229 -0.360310 -0.814 1.740 1.235
C -0.373478 0.956477 1.106329 0.716 -0.529 -1.032
C -1.348765 -1.560141 -0.753978 0.170 -0.163 -0.209
C 0.662916 0.483887 -1.681477 -0.131 0.008 0.314
C 0.226477 0.464844 2.388544 0.016 -0.086 -0.049
N -0.117874 -1.287331 -0.044395 0.783 -1.115 -0.860
N -0.128241 2.262704 0.757542 -0.302 -0.162 0.421
O 1.236654 -2.411347 -1.068943 -0.399 -0.195 0.365
H 0.924975 -2.579294 -1.971534 -0.240 0.034 0.130
H 1.584157 -0.220241 0.165238 -0.090 -0.073 0.018
H -1.405085 0.672452 0.935526 0.000 -0.002 0.019
H 0.806562 2.617287 0.901165 -0.430 0.298 -0.221
H -0.841010 2.760302 0.245953 0.655 0.126 -0.060
H -1.341744 -1.300663 -1.817357 -0.017 0.053 0.083
H -1.542770 -2.627288 -0.662161 -0.025 0.047 0.023
H -2.174113 -1.034894 -0.259929 0.059 0.047 0.012
H 1.411231 0.006660 -2.312778 -0.017 0.002 -0.049
H -0.296999 0.482131 -2.194643 -0.010 0.009 -0.036
H 0.958848 1.524202 -1.522394 -0.001 -0.048 -0.011
H 1.279755 0.742168 2.460602 0.009 0.003 -0.001
H 0.145970 -0.617922 2.444708 0.051 -0.018 -0.007
H -0.297509 0.904234 3.244292 0.019 0.023 -0.085
```
Forces are in eV/Å.

Output
maximum force: 2.284 eV/Å
net charge: 0
energy relative to the best compared isomer or geometry (same formula, charge and spin): 6.184 eV
HOMO (spin up / spin down): -0.288 / -0.253 hartree

2.
DFT (ωB97M-V/def2-TZVPD) results for C3H2FNaO2 as an isolated structure at a distorted geometry.

Geometry as XYZ:
```
9
Properties=species:S:1:pos:R:3:forces:R:3
H -1.779667 -1.021873 -0.130042 0.157 0.283 -0.286
O 0.144911 -0.753471 -0.807400 0.135 -0.297 -0.394
O -0.203558 1.293597 1.335352 -0.798 -0.374 -0.269
C -1.108480 -0.189858 -0.377340 -0.513 0.739 -0.337
C -1.096850 0.785131 0.739295 0.844 0.519 0.922
C 1.267945 -0.356366 -0.353841 0.957 -0.583 0.006
H -1.507502 0.444116 -1.205654 0.120 -0.860 0.257
F 2.205088 -1.082260 -0.965662 -0.799 0.500 0.272
Na 2.078117 0.880988 1.765289 -0.102 0.073 -0.171
```
Forces are in eV/Å.

Output
maximum force: 1.353 eV/Å
net charge: +1
energy relative to the best compared isomer or geometry (same formula, charge and spin): 0.683 eV
spin multiplicity: 2
HOMO (spin up / spin down): -0.485 / -0.557 hartree

3.
DFT (ωB97M-V/def2-TZVPD) results for a 2-piece molecular cluster, C4H5NO overall at a distorted geometry.

Geometry as XYZ:
```
11
Properties=species:S:1:pos:R:3:forces:R:3
C -1.634638 0.069060 -0.792242 -0.018 0.016 -0.047
C -0.259788 0.030548 -0.233566 -0.275 -0.001 -0.067
C 1.527824 -0.201522 1.574957 0.320 -0.153 0.988
O 1.782747 -0.382569 2.704124 -0.231 0.155 -0.962
C 2.267955 0.038172 0.311607 -0.300 0.156 -1.037
N 1.964467 0.215369 -0.830490 0.455 -0.155 1.051
H -2.365652 -0.133175 0.006333 0.105 0.023 -0.081
H -1.777200 -0.700366 -1.556873 0.006 0.095 0.113
H -1.874021 1.051389 -1.209035 0.017 -0.135 0.070
H 0.149158 0.937095 0.166103 -0.037 -0.111 -0.030
H 0.219145 -0.924004 -0.140915 -0.043 0.112 0.002
```
Forces are in eV/Å.

Output
maximum force: 1.155 eV/Å
net charge: 0
energy relative to the best compared isomer or geometry (same formula, charge and spin): 5.091 eV
HOMO (spin up / spin down): -0.317 / -0.308 hartree

4.
DFT (ωB97M-V/def2-TZVPD) results for C14H13BrN2O4S in the gas phase at a distorted geometry.

Geometry as XYZ:
```
35
Properties=species:S:1:pos:R:3:forces:R:3
C 0.883588 -4.084718 -0.204451 0.133 0.255 0.320
C 1.617536 -3.721253 1.077910 -0.242 -0.417 0.018
O 1.884393 -2.314980 1.137184 0.411 0.057 -0.165
C 0.889010 -1.530990 1.546570 -0.115 0.399 0.057
O -0.190866 -1.912903 1.892650 -0.094 -0.004 0.043
C 1.335832 -0.068268 1.538090 0.163 -0.161 0.064
O 0.319282 0.660246 0.896612 -0.095 0.148 0.156
C 0.440570 2.002548 0.754747 -0.122 0.483 -0.042
C 1.503844 2.747703 1.251693 0.016 -0.299 0.013
C 1.525145 4.125117 1.122526 -0.195 0.132 -0.109
C 0.463877 4.763094 0.505216 0.111 0.256 0.040
Br 0.475251 6.660258 0.347749 -0.006 -0.191 0.011
C -0.602144 4.044284 0.003129 0.162 -0.125 0.066
C -0.622800 2.653048 0.091924 0.554 -0.041 0.257
C -1.747078 1.950666 -0.490110 -0.339 -0.596 -0.322
C -1.810836 0.740331 -1.062610 -0.011 0.572 0.320
S -0.556954 -0.423952 -1.365246 -0.039 -0.534 -0.370
C -1.774207 -1.424622 -2.221162 0.489 0.923 0.457
N -1.387238 -2.581238 -2.751702 0.142 -0.270 -0.117
N -2.967243 -0.968807 -2.262453 -0.814 -0.905 -0.636
C -3.117961 0.246222 -1.651224 0.202 0.488 0.267
O -4.139412 0.878948 -1.577905 -0.092 -0.013 -0.024
H 0.744752 -5.160808 -0.252339 -0.023 -0.123 -0.043
H -0.090089 -3.600924 -0.217854 -0.100 -0.007 -0.026
H 1.462477 -3.759467 -1.066084 0.071 -0.018 -0.124
H 1.020728 -4.005279 1.950150 0.157 0.016 -0.101
H 2.598877 -4.196572 1.123299 -0.121 0.072 0.040
H 2.292415 0.013454 1.008196 -0.142 0.061 0.092
H 1.456249 0.259022 2.580706 0.020 -0.037 -0.136
H 2.327736 2.262687 1.750182 0.066 -0.072 0.054
H 2.355513 4.694247 1.509919 0.051 0.040 0.028
H -1.420527 4.553219 -0.483027 -0.076 0.031 -0.026
H -2.680538 2.504269 -0.521169 -0.066 -0.075 -0.035
H -0.425543 -2.867143 -2.714740 -0.066 -0.047 -0.031
H -2.063641 -3.137439 -3.246374 0.009 0.000 0.002
```
Forces are in eV/Å.

Output
SMILES string: CCOC(=O)COc1ccc(Br)cc1/C=C1\SC(N)=NC1=O
maximum force: 1.373 eV/Å
net charge: 0
HOMO: -0.309 hartree